#w
The following is a DFT calculation (ωB97M-V/def2-TZVPD) of a structure of composition C5H10S.

Calculated values
HOMO level in eV: -9.251
LUMO level in eV: 0.85
Kohn-Sham gap in eV: 10.10

```
! wB97M-V def2-TZVPD RIJCOSX def2/J DEFGRID3
* xyz 0 1
C -0.55 0.79 0.79
C 0.32 -0.15 0.24
C -0.19 -1.43 0.93
C 0.06 -0.23 -1.22
C -0.07 0.81 -1.98
H -0.24 1.90 0.84
H -0.89 0.48 1.97
H -1.54 1.01 0.01
H -0.19 -1.44 2.05
H -1.19 -1.63 0.64
H 0.43 -2.21 0.72
H 2.39 0.94 0.24
H -0.21 -1.61 -1.63
H -0.27 0.94 -3.03
H 0.01 2.02 -1.33
S 2.13 -0.19 0.77
*
```


#x
The following is a DFT calculation (ωB97M-V/def2-TZVPD) of a structure of composition C5H10S.

Calculated values
HOMO level in eV: -8.069
LUMO level in eV: 0.92
Kohn-Sham gap in eV: 8.99

```
! wB97M-V def2-TZVPD RIJCOSX def2/J DEFGRID3
* xyz 0 1
C -2.60 0.23 -0.08
C -1.06 -0.24 -0.64
C -0.21 -0.98 0.49
C 2.07 0.01 0.11
C 3.24 0.74 -0.19
H -2.49 0.53 0.95
H -3.34 -0.63 -0.09
H -3.15 0.95 -0.84
H -0.68 0.88 -0.65
H -1.20 -0.64 -1.81
H 0.36 -0.12 1.41
H -1.02 -1.78 1.32
H 1.45 0.44 0.95
H 3.72 0.63 -1.23
H 3.47 1.43 0.61
S 1.42 -1.46 -0.30
*
```


#y
The following is a DFT calculation (ωB97M-V/def2-TZVPD) of the molecule C5H10S.

Calculated values
HOMO level in eV: -8.384
LUMO level in eV: 0.94
Kohn-Sham gap in eV: 9.32
SMILES string: CSC1(C)CC1

```
! wB97M-V def2-TZVPD RIJCOSX def2/J DEFGRID3
* xyz 0 1
C 2.03 -0.12 0.67
C -0.45 0.08 -0.09
C -0.69 1.62 0.16
C -1.89 -0.46 -0.49
C -1.30 -0.87 0.87
H 3.07 -0.22 0.10
H 1.99 -1.03 1.47
H 2.01 0.67 1.45
H -0.77 2.31 -0.70
H -1.61 1.66 0.92
H 0.40 1.80 0.67
H -2.74 0.34 -0.50
H -2.13 -1.47 -1.11
H -0.88 -1.91 0.72
H -1.89 -0.44 1.79
S 1.02 -0.20 -0.72
*
```


Stability check: which of them is most stable? #y.


#w
The following is a DFT calculation (ωB97M-V/def2-TZVPD) of a cluster of 2 separate species, C2HCl2FS in total.

Calculated values
HOMO level (alpha / beta) in eV: -9.535 / -8.692
LUMO level (alpha / beta) in eV: -0.74 / -1.85
Kohn-Sham gap (alpha / beta) in eV: 8.79 / 6.84

```
! wB97M-V def2-TZVPD RIJCOSX def2/J DEFGRID3
* xyz 0 1
C -3.29 -0.30 0.62
C -0.24 0.81 0.60
F -3.26 -1.63 0.65
S -4.16 0.50 -0.47
Cl 0.73 1.87 1.61
Cl -0.79 1.44 -0.89
H 0.07 -0.27 0.79
*
```


#x
The following is a DFT calculation (ωB97M-V/def2-TZVPD) of a cluster of 2 separate species, C2HCl2FS in total.

Calculated values
HOMO level in eV: -8.800
LUMO level in eV: -0.23
Kohn-Sham gap in eV: 8.57

```
! wB97M-V def2-TZVPD RIJCOSX def2/J DEFGRID3
* xyz 0 1
C 2.27 0.36 -0.22
C 0.23 -0.42 -0.71
F 1.90 1.43 0.42
S 3.62 -0.29 -0.70
Cl -0.03 -1.81 0.14
Cl 0.10 -0.42 -2.49
H -0.24 0.37 -0.38
*
```


Stability check: which of them is most stable? #x.


#w
The following is a DFT calculation (ωB97M-V/def2-TZVPD) of the molecule C6H9FN2.

Calculated values
HOMO level in eV: -8.625
LUMO level in eV: 0.84
Kohn-Sham gap in eV: 9.47

```
! wB97M-V def2-TZVPD RIJCOSX def2/J DEFGRID3
* xyz 0 1
C 1.24 1.24 0.18
C 2.76 0.92 0.02
C 0.52 0.10 0.15
C -1.78 0.09 1.14
C -1.53 -0.33 -1.31
C -0.85 -0.44 0.12
N 3.09 -0.29 0.07
N 2.18 -1.15 -0.17
F -0.75 -1.76 0.51
H 1.01 2.22 -0.01
H 3.52 1.66 -0.28
H -1.51 -0.17 2.26
H -2.72 -0.46 0.92
H -2.08 1.22 1.00
H -1.69 -1.28 -1.78
H -0.99 0.26 -2.08
H -2.51 0.08 -1.30
H 2.10 -1.90 0.57
*
```


#x
The following is a DFT calculation (ωB97M-V/def2-TZVPD) of the molecule C6H9FN2.

Calculated values
HOMO level (alpha / beta) in eV: -7.895 / -7.444
LUMO level (alpha / beta) in eV: -0.13 / 0.57
Kohn-Sham gap (alpha / beta) in eV: 7.76 / 8.01

```
! wB97M-V def2-TZVPD RIJCOSX def2/J DEFGRID3
* xyz 0 1
C 1.17 -0.52 -0.66
C 1.82 0.03 0.42
C 0.02 -1.42 -0.15
C -1.31 -0.63 -0.43
C -1.39 0.50 0.64
C -0.52 1.66 0.52
N 1.38 -0.20 -1.93
N 2.55 0.11 1.38
F -0.45 2.15 -0.79
H 0.04 -2.30 -0.64
H 0.13 -1.72 0.89
H -1.09 -0.13 -1.45
H -2.09 -1.29 -0.38
H -2.45 0.95 0.57
H -1.09 0.00 1.60
H -0.26 2.53 1.17
H 0.93 -0.63 -2.64
H 2.61 0.93 1.88
*
```


Stability check: which of them is most stable? #w.


#w
The following is a DFT calculation (ωB97M-V/def2-TZVPD) of a cluster of 2 separate species, C14H19N3O5 in total.

Calculated values
HOMO level in eV: -8.197
LUMO level in eV: 0.20
Kohn-Sham gap in eV: 8.39
SMILES string: N[C@@H](Cc1c[nH]c2ccccc12)C(=O)O.N[C@@H](CO)C(=O)O

```
! wB97M-V def2-TZVPD RIJCOSX def2/J DEFGRID3
* xyz 0 1
C 4.32 -1.25 1.13
C 5.81 -1.21 1.41
C 4.02 -0.20 0.03
C 2.58 -0.19 -0.37
C 1.63 0.71 0.00
C 1.91 -1.18 -1.18
C 0.55 -0.80 -1.27
C 2.33 -2.34 -1.85
C -0.39 -1.54 -2.00
C 1.41 -3.07 -2.57
C 0.06 -2.67 -2.64
C -6.04 2.69 0.09
C -5.29 1.41 -0.27
C -5.20 3.56 1.00
H 4.05 -0.27 2.88
H 2.65 -0.81 2.19
H 4.08 -2.25 0.73
H 4.65 -0.41 -0.85
H 4.32 0.79 0.40
H 1.72 1.61 0.60
H -0.45 0.88 -0.43
H 3.37 -2.65 -1.80
H -1.43 -1.23 -2.05
H 1.72 -3.97 -3.09
H -0.64 -3.27 -3.22
H 7.46 -1.78 0.73
H -7.79 1.68 0.20
H -7.15 2.07 1.64
H -6.19 3.23 -0.85
H -4.26 3.83 0.51
H -5.77 4.48 1.21
H -4.51 3.37 2.82
H -3.67 0.79 -0.96
N 3.62 -1.05 2.38
N 0.40 0.36 -0.53
N -7.33 2.43 0.70
O 6.33 -0.57 2.29
O 6.52 -1.91 0.51
O -5.74 0.29 -0.18
O -4.97 2.81 2.18
O -4.05 1.65 -0.75
*
```


#x
The following is a DFT calculation (ωB97M-V/def2-TZVPD) of the molecule C14H19N3O5.

Calculated values
HOMO level in eV: -8.630
LUMO level in eV: 0.49
Kohn-Sham gap in eV: 9.12
SMILES string: NC(=O)CC[C@H](NC(=O)[C@@H](N)Cc1ccc(O)cc1)C(=O)O

```
! wB97M-V def2-TZVPD RIJCOSX def2/J DEFGRID3
* xyz 0 1
C 3.11 -0.80 0.32
C 1.61 -0.98 -0.27
C 3.59 0.39 -0.28
C 2.65 1.58 -0.09
C 1.66 1.72 -1.02
C 2.54 2.38 1.04
C 0.51 2.50 -0.86
C 1.49 3.21 1.24
C 0.37 3.30 0.29
C -0.78 -0.41 -0.11
C -1.56 0.54 0.77
C -1.41 -1.79 -0.12
C -2.78 -1.77 -0.78
C -3.57 -3.11 -0.74
H 3.43 -2.50 -0.89
H 4.13 -2.53 0.85
H 3.01 -0.61 1.41
H 4.59 0.67 0.09
H 3.80 0.11 -1.31
H 1.61 0.93 -1.90
H 3.45 2.53 1.77
H -0.36 2.55 -1.58
H 1.49 3.91 2.07
H -1.50 3.72 0.33
H 0.69 0.26 1.20
H -0.66 -0.09 -1.16
H -1.55 -2.08 0.90
H -0.71 -2.43 -0.74
H -2.72 -1.48 -1.85
H -3.41 -0.93 -0.25
H -4.77 -2.70 -2.47
H -5.13 -3.98 -1.43
H -1.04 -0.57 2.19
N 4.02 -1.88 -0.07
N 0.53 -0.55 0.54
N -4.62 -3.19 -1.58
O 1.51 -1.51 -1.41
O -0.66 4.08 0.70
O -2.10 1.51 0.28
O -3.27 -3.91 0.11
O -1.52 0.32 2.09
*
```


Stability check: which of them is most stable? #w.


#w
The following is a DFT calculation (ωB97M-V/def2-TZVPD) of a structure of composition C4H11NOSn.

Calculated values
HOMO level in eV: -19.561
LUMO level in eV: -10.91
Kohn-Sham gap in eV: 8.65

```
! wB97M-V def2-TZVPD RIJCOSX def2/J DEFGRID3
* xyz 2 1
Sn 14.10 -4.72 -1.04
C 11.12 -7.63 0.74
C 11.90 -6.26 0.71
C 13.40 -6.28 1.10
O 14.14 -5.11 1.04
C 13.90 -4.02 1.86
N 11.74 -5.70 -0.61
H 11.56 -8.43 0.14
H 10.06 -7.48 0.58
H 11.13 -8.12 1.72
H 11.32 -5.62 1.37
H 13.93 -7.02 0.51
H 13.52 -6.66 2.12
H 14.37 -4.11 2.84
H 12.89 -4.10 2.26
H 13.95 -3.03 1.40
H 10.99 -6.19 -1.08
H 11.37 -4.78 -0.39
*
```


#x
The following is a DFT calculation (ωB97M-V/def2-TZVPD) of a structure of composition C4H11NOSn.

Calculated values
HOMO level in eV: -17.743
LUMO level in eV: -11.96
Kohn-Sham gap in eV: 5.78

```
! wB97M-V def2-TZVPD RIJCOSX def2/J DEFGRID3
* xyz 2 1
Sn 1.38 -2.63 -1.87
C 0.43 1.82 -0.01
C 0.89 0.45 0.52
C -0.29 -0.57 0.77
O -0.80 -1.21 -0.41
C -2.14 -0.86 -0.66
N 2.00 -0.17 -0.21
H -0.24 1.85 -0.87
H 1.23 2.53 -0.23
H -0.21 2.22 0.78
H 1.21 0.64 1.54
H -1.08 -0.01 1.26
H 0.13 -1.37 1.39
H -2.51 -1.41 -1.53
H -2.19 0.19 -0.95
H -2.87 -0.86 0.15
H 2.23 -0.95 0.39
H 2.84 0.36 -0.07
*
```


Stability check: which of them is most stable? #w.